[1]
Formula: C18H16BrN3O
Source: the OMol25 dataset
Level of theory: ωB97M-V/def2-TZVPD

Geometry (Å):
Br -3.32157 -4.85272 1.68105
O 3.28984 2.43310 1.40809
N -1.99898 0.95589 0.07933
N 0.00784 0.65392 1.26603
N 1.70235 3.31003 0.32074
C 1.13168 -1.08128 -2.94771
C 0.39460 -0.56747 -1.75224
C 1.22080 1.25570 1.88712
C 2.05026 2.33362 1.18404
C -0.73612 2.94146 0.34606
C -2.26473 -0.39896 0.34084
C -2.93649 -3.11325 1.01160
C -1.28444 -1.22854 0.71898
C 0.56105 3.15712 -0.54826
C -3.55231 -0.91320 0.16322
C 0.91022 -0.77871 -0.37023
C -1.66804 -2.59252 1.02957
C 2.11622 -1.41700 -0.31075
C 0.09185 -0.70697 0.91509
C 2.75550 -1.88708 -1.43055
C -0.90260 1.47808 0.59704
C 2.35185 -1.60813 -2.78321
C -3.91782 -2.26056 0.35896
H 3.72916 -2.36384 -1.33168
H 0.33547 4.11860 -1.02305
H 2.25628 4.18452 0.42313
H -1.68486 3.30463 -0.15889
H -4.89471 -2.77006 0.09849
H 1.87436 0.41664 2.02740
H -0.56640 3.54214 1.25723
H 1.06785 1.56647 2.88803
H 0.57819 2.42274 -1.30550
H -4.40493 -0.32865 -0.17042
H 0.67476 -0.91975 -3.91915
H 2.69695 -1.72751 0.52443
H 3.12965 -1.93254 -3.52403
H -0.61308 -0.22591 -2.00913
H 0.67951 -1.20641 1.73408
H -0.85913 -3.19358 1.32422

Calculated values
SMILES string = O=C1CN2C(=Nc3ccc(Br)cc3[C@H]2c2ccccc2)CCN1
DFT total energy = -95483.5607 eV
gap between HOMO and LUMO = 8.67 eV

[2]
Formula: C3H3O4
Source: the OMol25 dataset
Level of theory: ωB97M-V/def2-TZVPD

Geometry (Å):
O -1.18884 0.87964 0.50434
O 3.02837 -0.50104 -0.62956
O 2.21586 0.07326 1.42882
O 1.30840 0.89133 -0.41825
C -2.55417 -0.99967 -0.37987
C -1.99543 -0.02852 0.03092
C 2.12672 0.18870 0.22307
H 2.70236 -0.37811 -1.52108
H -0.25470 0.71003 0.15354
H -3.12034 -1.70812 -0.93322

Calculated values
DFT total energy = -11349.8913 eV
gap between HOMO and LUMO = 8.92 eV
net charge = -1

[3]
Formula: C20H25Cl3FIN7O7Ta
Source: the OMol25 dataset
Level of theory: ωB97M-V/def2-TZVPD

Geometry (Å):
Ta -0.08439 0.65949 0.21333
I 0.33909 -0.68009 6.53404
Cl 3.77386 2.94877 2.39637
Cl 4.73387 0.88168 0.60440
Cl 4.00416 3.50106 -0.43171
F -3.24956 -5.88331 0.24746
O -1.19812 1.99240 1.69423
O 1.85560 1.46223 -0.62788
O 1.49928 1.39324 1.50533
O -0.85407 2.08185 -0.80939
O -1.79907 3.45288 3.24873
O -2.34348 3.67627 -1.27281
O 0.58467 3.86651 0.65013
N 3.03863 -2.51409 -0.22380
N 0.08613 -0.09815 -1.81741
N 2.08211 -1.28223 -1.90114
N 1.13214 -0.50983 -3.85958
N -1.28910 -1.19429 2.69120
N 1.28216 -1.08183 0.27900
N -0.29467 -0.35805 2.34239
C -1.27113 3.36173 -0.86024
C 2.14253 -1.24587 -4.62416
C -3.79266 -3.66477 0.76764
C -0.23539 -0.74774 4.55709
C -2.95202 -4.58462 0.17530
C 0.04535 4.07048 1.92392
C 3.64733 2.28395 0.77784
C -1.03789 3.07002 2.26425
C -2.30848 -1.88170 0.03459
C -1.28119 -1.46058 4.00070
C -1.49206 -2.84848 -0.55678
C -0.20809 4.35847 -0.41544
C -3.46538 -2.31745 0.68606
C 0.34677 -0.07609 3.48501
C 2.11391 -1.61348 -0.57227
C -1.80676 -4.19632 -0.49634
C 0.12957 0.28155 -4.57581
C -1.99118 -0.40800 -0.03182
C 1.05989 -0.59459 -2.53176
C 2.25229 1.70788 0.53177
H -0.84395 -0.21326 -4.57820
H 0.46224 4.52360 -1.26038
H 3.21717 -2.71240 0.74650
H 3.14621 -0.85108 -4.44898
H 3.61333 -2.98639 -0.90091
H 0.84905 3.93327 2.65181
H 1.92986 -1.12853 -5.68093
H 2.85461 -1.58394 -2.47143
H 2.10793 -2.31447 -4.40506
H -4.13462 -1.58655 1.12774
H -0.69243 5.30374 -0.16852
H 1.38125 -1.46884 1.21009
H -2.65923 0.13422 0.65478
H 0.45369 0.40462 -5.60346
H -1.18373 -4.95016 -0.95889
H -2.30552 -0.03917 -1.01394
H 1.18707 0.59393 3.50036
H -0.60031 -2.54190 -1.08703
H 0.03978 1.27492 -4.13470
H -2.46668 2.78103 3.46921
H -1.86516 -1.63999 1.98104
H -2.00052 -2.13144 4.44162
H -0.35758 5.07816 2.05463
H -0.63597 0.31284 -2.39504
H -4.69114 -4.00111 1.26723

Calculated values
DFT total energy = -95836.9644 eV
gap between HOMO and LUMO = 7.57 eV
net charge = +2

[4]
Formula: C4H16N2O2
Source: the OMol25 dataset
Level of theory: ωB97M-V/def2-TZVPD

Geometry (Å):
O 1.35847 -2.31742 1.75004
O -2.74091 -0.20641 1.46682
N 0.74413 0.34714 0.64027
N -1.64748 -0.03233 -1.50678
C -0.40485 -0.59547 -1.95891
C 0.95642 0.18548 -1.83946
C 0.96312 1.09679 1.83816
C 0.91943 1.13570 -0.63207
H 1.19978 -1.70246 1.02641
H -1.53850 0.18590 -0.52347
H 1.56485 -3.15323 1.32747
H -2.03249 0.81717 -1.91178
H 0.05737 1.81599 -0.66793
H 1.83171 1.71090 -0.52444
H 1.67905 -0.58151 -1.55798
H -3.36568 0.49401 1.61391
H 1.87748 1.68063 1.75374
H -0.48225 -0.99470 -2.97210
H -3.03136 -1.10316 1.30951
H 0.13073 1.77010 2.09638
H -0.23599 -1.50566 -1.37453
H 1.07180 0.37721 2.66361
H 1.28506 0.71321 -2.72863
H -0.15987 -0.13788 0.71175

Calculated values
DFT total energy = -11473.4701 eV
gap between HOMO and LUMO (spin up / spin down) = 10.39 / 5.04 eV
net charge = +1
multiplicity = 2

[5]
Formula: C7H12NP
Source: the OMol25 dataset
Level of theory: ωB97M-V/def2-TZVPD

Geometry (Å):
P -1.95223 0.84572 -0.48005
N -1.04243 1.24483 -1.80191
C -0.79917 2.41153 -2.17390
C -0.99370 -0.73432 -0.21156
C -1.53086 1.85487 0.95801
C 1.25789 -1.85939 -0.56805
C 0.56623 -0.53372 -0.19692
C 1.79906 -2.72248 0.25201
C 2.17346 -3.14355 1.44502
H -0.37915 2.58660 -3.18291
H -0.65453 2.41485 0.61662
H -1.57826 -1.31797 0.49746
H 0.67710 0.10751 -1.06205
H -1.17299 3.37807 -1.53755
H 1.56117 -3.74838 2.03739
H -2.26814 2.60149 0.90999
H 0.84682 -0.29766 0.74256
H 3.10415 -2.85391 1.80920
H -1.24469 -1.29392 -1.14908
H 1.21664 -2.04491 -1.65266
H -1.31741 1.16849 1.75921

Calculated values
SMILES string = C=C=CCCP(C)N=C
DFT total energy = -18228.5129 eV
gap between HOMO and LUMO = 9.11 eV

[6]
Formula: C40H47N5O12S
Source: the OMol25 dataset
Level of theory: ωB97M-V/def2-TZVPD

Geometry (Å):
S 2.62120 0.38135 -0.96772
O 4.02142 2.38832 -2.05005
O 1.77672 -2.35420 2.29945
O -2.22678 2.91414 1.28181
O -3.39996 -1.34959 -0.89868
O 2.17062 1.60936 -0.19176
O 1.95920 -0.17202 -2.16332
O 4.16519 0.91607 -3.66670
O 2.29114 -3.96832 -0.00459
O -3.30668 0.31681 0.46764
O 2.26094 -0.65335 3.44244
O -1.13324 4.33772 0.21332
O 0.76532 -2.46700 0.20142
N 1.49214 -3.14882 -0.49517
N 1.56399 -1.64348 3.23878
N -3.92273 -0.37387 -0.36160
N -1.16525 3.40486 0.97797
N 3.58594 1.61686 -2.90065
C 1.74960 -2.90627 -1.97332
C -7.65920 1.16851 -1.87631
C 1.45535 2.40461 -2.09841
C 2.10319 1.58213 -2.99505
C 4.21547 -1.07069 0.82530
C 0.42590 -0.45443 -0.66078
C -2.28797 -0.00362 3.09494
C -0.46749 -0.34555 0.67697
C -5.96956 -0.54391 -1.73103
C -2.18469 -1.01520 5.07771
C 0.12385 2.61835 -2.23028
C 2.24762 -2.37454 -4.63851
C 5.01315 0.07797 0.27015
C -2.17113 -1.76177 3.93845
C 1.66587 -1.36127 -3.83955
C -1.00964 -0.50470 5.65454
C 0.08455 2.72954 1.53471
C 2.35728 1.70679 2.75401
C 1.37569 0.69239 -3.91182
C -6.91559 1.97534 -1.01628
C 2.58509 -3.61626 -4.18476
C 1.35492 3.23956 1.22145
C -0.58631 1.85596 -3.24787
C 4.50326 0.41771 -1.10806
C 0.25879 -1.64689 3.96494
C 0.05281 1.60221 2.40174
C -5.23617 0.23768 -0.86449
C 0.07522 0.99257 -4.13305
C 2.41984 -3.88889 -2.77782
C -7.13063 -0.05251 -2.28461
C 2.69054 -0.97368 0.26318
C 2.50140 2.68312 1.77802
C -5.70411 1.57471 -0.47863
C -0.96226 -2.17658 3.44190
C -2.66582 -0.91455 1.97841
C 1.12604 1.02911 3.05457
C -2.01477 -0.63655 0.51902
C 0.17355 -0.77696 5.08032
C 1.34636 -1.66711 -2.54213
C 0.46144 0.78234 -1.44713
H -0.46964 0.85801 -2.00880
H -2.87962 0.03876 4.00940
H -1.28844 -0.28024 3.43039
H -0.49416 3.24063 -1.60002
H 1.50764 -0.38270 -4.26821
H 1.96068 0.00023 -4.49928
H 1.91932 -0.75796 1.00263
H -0.88513 1.11998 2.63440
H 1.02860 -0.34492 5.57895
H 4.72967 -0.41488 -1.77413
H 3.46981 3.04636 1.46712
H 0.46899 1.56654 -0.69011
H -2.21228 1.04151 2.79484
H 0.95275 0.24785 3.77984
H -5.87434 -1.60412 -1.91346
H 3.02227 -4.27884 -4.91706
H 1.34579 4.06072 0.52001
H 0.08812 -0.95438 1.39022
H 1.32275 0.82779 -2.11360
H -2.49842 -1.97239 2.18102
H 4.31373 -1.16183 1.90703
H 0.04097 -1.16654 -1.39073
H 6.08128 -0.13073 0.33062
H -3.03606 -2.10420 3.38976
H -0.92031 0.25147 6.42045
H 4.88815 -1.87331 0.52297
H 4.82700 0.84993 1.01682
H 1.96894 2.80280 -1.23581
H -7.23539 2.97615 -0.76627
H -0.47433 0.38147 -4.83373
H 2.34333 -2.17574 -5.69573
H -2.27839 -1.49166 -0.10340
H -3.66933 -0.64567 1.64862
H -0.40553 0.60133 1.21333
H 1.32695 -1.01097 -0.40297
H -8.66006 1.30323 -2.25910
H -0.89470 -2.85573 2.60489
H 2.27795 -1.81847 -0.28836
H -2.49055 0.19982 0.00695
H 0.91027 -0.91118 -1.90589
H 4.76979 1.35922 -1.58829
H -7.77186 -0.73925 -2.81717
H 3.20608 1.26735 3.25683
H 2.72911 -4.85275 -2.40135
H -3.11712 -0.74586 5.55146
H -1.66057 1.95315 -3.30202
H -5.20465 2.24681 0.20343

Calculated values
DFT total energy = -85019.2305 eV
gap between HOMO and LUMO = 5.52 eV

[7]
Formula: C21H41As2F12K5N7O26S2
Source: the OMol25 dataset
Level of theory: ωB97M-V/def2-TZVPD

Geometry (Å):
As 9.86661 -14.86425 2.92037
As 5.05194 -11.93104 3.95991
K 6.88554 -8.90791 2.35884
K 8.15072 -13.37136 6.22760
K 7.45483 -12.54997 0.45935
K 11.29292 -9.56766 0.26555
K 8.03680 -9.08602 6.37813
S 16.31977 -13.57954 2.79998
S 11.72497 -13.72279 8.75353
F 11.17228 -15.94675 2.31860
F 11.10505 -13.56907 3.00768
F 8.64173 -16.19745 2.79957
F 4.39647 -10.96530 5.33612
F 6.55800 -11.00617 4.24350
F 8.55204 -13.76272 3.56017
F 3.50968 -12.75803 3.66354
F 9.49064 -14.45279 1.24761
F 5.77734 -12.81826 2.64066
F 10.24987 -15.36051 4.62921
F 5.64678 -13.17519 5.18575
F 4.60895 -10.70063 2.72847
O 15.23269 -13.21808 1.58420
O 8.58567 -4.51674 -0.54748
O 13.56549 -11.32782 -2.70664
O 10.38450 -12.87729 -1.08706
O 9.11079 -14.39658 -1.89082
O 4.26263 -6.30398 5.53990
O 10.56668 -10.70832 2.69421
O 17.53003 -14.32535 2.36133
O 16.57159 -12.35200 3.56968
O 13.26941 -10.19974 4.44105
O 8.29992 -9.76985 -0.12700
O 9.81702 -10.76471 4.84568
O 7.40289 -11.33044 8.00309
O 13.57401 -8.69698 5.96020
O 13.16450 -13.76203 8.90666
O 6.10627 -7.07116 4.69755
O 5.42433 -7.84094 6.57077
O 10.84929 -14.31827 10.05701
O 8.49377 -5.54843 1.33625
O 15.22371 -14.57907 3.48805
O 10.73569 -8.31802 7.49357
O 11.40328 -12.13353 9.24217
O 11.02132 -13.86477 7.47623
O 10.01274 -7.65081 9.34262
O 13.36544 -11.63789 -0.53249
O 9.44562 -8.97646 3.65480
N 10.96171 -7.94180 8.62140
N 11.07102 -6.76911 1.74265
N 13.63725 -11.97606 -1.65641
N 9.87100 -13.44774 -2.03221
N 8.74577 -4.54382 0.68316
N 13.21798 -9.80329 5.58765
N 8.48622 -5.24663 4.89681
C 12.36863 -7.90317 9.08959
C 5.29104 -7.13852 5.59803
C 14.19532 -13.37259 -1.72743
C 12.77695 -6.62276 0.32389
C 11.10155 -13.49154 11.21711
C 12.15875 -7.30984 2.39457
C 13.89643 -14.05451 3.40757
C 11.41473 -6.46346 0.46244
C 13.15494 -7.24153 1.49158
C 9.71097 -5.80053 4.69696
C 8.69453 -3.89221 4.98885
C 13.88509 -13.18741 2.12993
C 11.37889 -12.11451 10.66164
C 9.92474 -10.11036 3.78576
C 9.92947 -12.91431 -3.37750
C 8.12245 -8.75491 -1.14065
C 12.70220 -10.73567 6.62236
C 10.70181 -4.85676 4.56679
C 9.34362 -3.39863 1.43142
C 10.07393 -3.67713 4.84167
C 8.03201 -11.44931 9.30083
H 7.43575 -11.10961 10.14768
H 9.87902 -13.68504 -4.14662
H 9.08568 -8.63359 -1.63621
H 15.05034 -13.37054 -1.05137
H 13.24042 -13.57961 1.34336
H 12.06400 -7.61196 3.42711
H 10.45969 -2.67852 4.98431
H 10.14950 -6.77096 2.15606
H 10.30794 -13.34826 11.95042
H 13.50059 -13.64206 4.33564
H 9.84920 -2.71238 0.75203
H 13.56297 -12.16541 2.32952
H 10.90389 -11.45357 3.19669
H 8.58709 -2.95626 2.07955
H 11.73032 -10.43080 7.01045
H 11.72094 -5.10220 4.30692
H 14.17499 -7.32858 1.83554
H 9.10465 -12.20875 -3.47734
H 12.32715 -11.72369 11.03063
H 13.21564 -14.86006 3.13239
H 13.46967 -14.10650 -1.37687
H 9.77331 -6.87028 4.83163
H 12.59094 -11.74626 6.22937
H 11.96868 -13.76643 11.81763
H 10.14168 -3.89406 1.98435
H 4.54146 -5.92968 4.70100
H 8.81692 -10.69315 9.28480
H 12.47531 -8.96921 9.29029
H 7.57571 -5.64601 5.07448
H 13.36695 -6.39048 -0.55038
H 12.90969 -7.42188 8.27491
H 8.32368 -12.48077 9.49860
H 7.95788 -3.12060 5.15731
H 10.85364 -12.36387 -3.55359
H 7.96415 -7.77205 -0.69677
H 10.68901 -6.06803 -0.23279
H 13.50737 -10.86559 7.34550
H 7.47812 -9.07876 -1.95801
H 14.53190 -13.64771 -2.72699
H 12.23790 -7.35256 10.02117
H 10.69755 -11.31213 10.94462

Calculated values
DFT total energy = -343689.4428 eV
gap between HOMO and LUMO = 4.77 eV
net charge = -1

[8]
Formula: C20H44NOP3SeTi
Source: the OMol25 dataset
Level of theory: ωB97M-V/def2-TZVPD

Geometry (Å):
Se 0.73766 3.42170 1.19984
Ti 0.38252 1.08650 0.76838
P 2.67175 0.87807 -0.28255
P -2.10071 1.47680 0.72208
P 0.76415 0.76527 3.20215
O 0.01060 -0.81845 0.42474
N -0.25637 -3.07019 0.26209
C 0.75847 6.54553 -2.43670
C -0.50857 -0.22592 4.05509
C 0.32416 -2.00317 0.78264
C -2.74600 1.75280 -0.96255
C 2.31768 -0.12942 3.54476
C -0.89507 -1.27659 -3.45301
C 3.95213 2.10371 0.13894
C 1.37349 5.89048 -0.17873
C -0.62953 0.13080 -3.77781
C 2.52915 1.01838 -2.09718
C 0.21342 4.31836 -1.61769
C 0.06704 -4.38659 0.79837
C 0.90900 2.23153 4.28834
C -3.07153 0.04583 1.28948
C 1.36008 6.84148 -1.20266
C -2.75736 2.88364 1.67291
C 0.77797 4.62900 -0.37091
C 0.19201 5.27983 -2.63417
C -1.33315 -2.97160 -0.73060
C 3.51140 -0.72731 -0.08178
H 3.51488 3.10993 0.10984
H 1.69158 2.90483 3.91576
H -0.58139 -5.11720 0.30773
H -2.56542 -0.45980 2.12200
H 2.97602 -1.50203 -0.64701
H -0.27101 5.03014 -3.58812
H -2.73079 2.66125 2.74756
H 0.73777 7.28993 -3.22816
H -3.19211 -0.66988 0.46578
H -3.82382 1.97046 -0.90356
H -1.02522 -2.43073 -1.63825
H -0.07140 -1.98403 -3.55878
H -0.03507 2.78856 4.30486
H 1.11902 -4.63464 0.60709
H 1.83978 6.10979 0.78397
H -1.59787 -4.00199 -0.98822
H -2.13394 3.76701 1.48164
H 1.10403 -2.17622 1.54834
H 3.14896 0.32876 2.99160
H -0.09934 -4.41482 1.88401
H -1.92711 -1.64078 -3.47278
H -3.79160 3.07545 1.35607
H 1.82395 7.81532 -1.02399
H 1.86494 0.23289 -2.48541
H 4.54259 -0.65840 -0.45852
H 2.53416 -0.08095 4.62141
H -0.36790 0.57276 -2.76844
H -0.20895 3.32691 -1.78485
H -2.57756 0.85871 -1.58275
H -0.52350 -1.24932 3.65966
H 1.15889 1.91463 5.31055
H -2.21572 -2.47583 -0.30392
H -0.28737 -0.26307 5.13120
H 4.77992 2.03085 -0.58020
H -2.23173 2.60524 -1.42771
H 3.53257 -1.02145 0.97646
H 2.23303 -1.18176 3.24371
H -1.49983 0.22293 3.91052
H 2.10427 1.99586 -2.36025
H 4.33002 1.91893 1.15231
H -4.06316 0.38171 1.62480
H 3.52326 0.91734 -2.55551
H 0.27092 0.28346 -4.39258
H -1.48774 0.70934 -4.15514

Calculated values
DFT total energy = -141278.1620 eV
gap between HOMO and LUMO = 3.78 eV
net charge = +4